1.
Below is a structure of composition C12H20GaN8O4S2 in a non-equilibrium geometry, with properties calculated with ωB97M-V/def2-TZVPD.

- ΔE to the lowest compared entry with this formula, charge and spin (eV) = 3.0134
- net charge = +3
- frontier orbital gap (eV) = 6.26

XYZ file:
```
47
Properties=species:S:1:pos:R:3:nbo_charge:R:1
Ga -0.687 1.391 -0.002 1.454
N -2.319 3.170 -1.132 -0.646
N -3.392 3.316 -0.226 -0.393
C -3.275 2.822 1.008 0.658
N -4.197 3.000 1.923 -0.702
N -2.125 2.104 1.172 -0.601
N -1.759 1.511 2.340 0.659
O -0.664 0.911 2.127 -0.520
O -2.343 1.544 3.361 -0.225
H -1.910 4.090 -1.296 0.406
H -2.682 2.822 -2.020 0.424
H -4.196 3.880 -0.484 0.438
H -5.030 3.541 1.728 0.453
H -4.089 2.613 2.852 0.464
O -3.919 -4.135 -1.217 -0.840
S -3.029 -3.671 -2.218 2.282
O -3.233 -3.823 -3.613 -0.832
N -2.809 -1.949 -1.929 -0.609
C -1.644 -1.736 -1.502 0.167
S -1.936 0.022 -1.139 -0.135
C -0.683 -2.861 -1.396 -0.070
C 0.644 -2.918 -1.019 -0.200
C 1.282 -4.154 -1.039 -0.174
C 0.601 -5.300 -1.428 -0.145
C -0.737 -5.248 -1.812 -0.143
C -1.351 -4.013 -1.784 -0.302
H 1.178 -2.025 -0.732 0.173
H 2.322 -4.231 -0.753 0.232
H 1.116 -6.251 -1.437 0.256
H -1.268 -6.139 -2.115 0.269
N 4.367 1.108 0.789 -0.494
C 3.752 2.420 1.196 -0.247
C 2.424 2.612 0.479 -0.260
N 1.481 1.499 0.745 -0.661
C 2.095 0.197 0.388 -0.272
C 3.431 -0.038 1.077 -0.246
H 5.257 0.969 1.280 0.469
H 4.596 1.129 -0.211 0.445
H 4.452 3.220 0.959 0.279
H 3.623 2.375 2.279 0.244
H 2.570 2.683 -0.601 0.232
H 1.994 3.556 0.812 0.261
H 1.227 1.482 1.732 0.429
H 2.220 0.164 -0.698 0.234
H 1.421 -0.612 0.673 0.265
H 3.903 -0.954 0.724 0.273
H 3.325 -0.094 2.162 0.248
```

=====

2.
Below is a structure of composition C8H13I2N2Pd, with properties calculated with ωB97M-V/def2-TZVPD.

- ΔE to the lowest compared entry with this formula, charge and spin (eV) = 3.0889
- net charge = +3
- spin multiplicity = 5
- frontier orbital gap (spin up / spin down) (eV) = 8.06 / 6.01

XYZ file:
```
26
Properties=species:S:1:pos:R:3:lowdin_spin:R:1
Pd 0.660 -1.042 0.957 0.818
I 3.033 -2.257 0.519 0.138
C 3.531 -1.701 2.514 0.005
I 1.819 -0.794 3.400 0.136
H 4.340 -0.980 2.489 0.001
H 3.785 -2.594 3.073 0.001
C 0.730 1.394 -0.201 0.493
C -0.171 2.040 -1.092 0.090
C -0.027 1.956 -2.492 0.343
C -0.852 2.727 -3.388 0.226
C -1.850 3.557 -2.915 0.092
C -2.009 3.659 -1.546 0.228
C -1.194 2.894 -0.635 0.343
H 0.747 1.714 0.835 0.030
H 1.654 0.997 -0.604 0.028
H 0.732 1.314 -2.922 0.011
H -0.658 2.657 -4.452 0.006
H -2.462 4.137 -3.592 0.000
H -2.743 4.339 -1.129 0.006
H -1.374 3.005 0.428 0.011
N -0.911 -5.024 1.892 0.518
N -1.455 -3.855 1.645 0.434
H -0.818 -5.704 1.144 0.009
H -0.677 -5.279 2.846 0.009
H -1.847 -3.371 2.448 0.012
H -1.981 -3.790 0.778 0.012
```